Below is 3 unconnected molecules or ions with the total composition C17H22F2NO5S, with properties calculated with ωB97M-V with the def2-TZVPD basis set.

Structure (XYZ):
```
48
Properties=species:S:1:pos:R:3:forces:R:3:lowdin_charge:R:1
C -6.1563 3.9864 1.9313 -0.246 -0.950 0.339 -0.044
C -6.9955 3.5421 0.6567 -0.324 0.446 0.213 -0.370
O -8.4069 3.5986 1.0632 0.429 -0.224 -0.996 -0.109
C -6.8617 4.5271 -0.5908 -0.114 0.697 0.972 -0.201
N -5.5237 4.5184 -1.2478 -0.965 -0.775 -0.884 -0.086
C -5.0551 3.1453 -1.5765 0.946 -1.088 -0.107 -0.204
C -3.8670 2.6672 -0.5941 -1.260 1.745 -0.948 -0.225
O -3.9817 1.2350 -0.5088 1.311 0.864 1.398 -0.284
S -3.1580 0.6056 0.8069 3.467 -5.615 4.151 0.580
O -3.9461 -0.6274 1.2171 0.914 2.864 -2.069 -0.417
O -3.1186 1.5266 1.9937 -0.332 -0.035 -3.187 -0.392
O -1.6649 0.0964 0.4338 -4.982 2.707 0.050 -0.461
H -6.8291 3.8381 2.8440 0.799 0.264 -1.289 0.087
H -5.8155 5.0635 1.9179 -0.335 -1.240 -0.214 0.083
H -5.2833 3.2676 2.0961 -0.978 1.173 -0.317 0.073
H -6.7994 2.4549 0.3975 0.176 1.365 0.222 0.142
H -8.9038 3.2612 0.2883 0.288 0.289 0.748 0.082
H -6.9993 5.5833 -0.1676 0.017 -1.404 -0.505 0.123
H -7.7311 4.3814 -1.3287 1.081 -0.249 0.903 0.119
H -5.6869 4.9672 -2.1638 0.340 -0.068 0.840 0.097
H -5.8646 2.3450 -1.5246 0.862 1.029 -0.081 0.116
H -4.6529 3.1386 -2.6353 -0.484 -0.003 1.123 0.116
H -2.8919 3.0428 -1.0269 -0.823 -0.802 0.529 0.129
H -4.0368 3.2167 0.3781 0.312 -1.049 -0.857 0.092
F 4.5430 0.0180 1.5180 0.223 0.130 0.059 0.042
C 3.5774 -0.8279 1.1062 -0.708 -0.528 -0.265 -0.291
C 3.9342 -2.0229 0.5039 0.210 0.056 0.010 -0.033
C 2.9393 -2.8989 0.0828 -0.234 0.220 0.087 -0.092
C 1.5996 -2.5634 0.2603 0.149 -0.040 -0.008 -0.086
C 1.2530 -1.3572 0.8627 -0.012 -0.128 0.007 -0.056
C 2.2480 -0.4866 1.2933 0.123 0.129 0.072 -0.006
H 4.9801 -2.2621 0.3675 -0.090 0.012 0.082 0.071
H 3.2074 -3.8407 -0.3831 0.052 0.085 0.039 0.093
H 0.8237 -3.2445 -0.0721 0.035 0.093 0.037 0.102
H 0.2074 -1.0948 0.9962 0.054 0.098 -0.055 0.085
H 1.9969 0.4524 1.7718 -0.013 -0.032 -0.047 0.120
F 5.7424 -4.7728 0.0343 -0.037 -0.034 0.012 0.066
C 6.9874 -4.6056 -0.4378 0.605 0.093 -0.229 -0.278
C 7.4842 -3.3234 -0.6095 -0.102 0.119 0.052 -0.010
C 8.7759 -3.1518 -1.0935 -0.030 -0.340 -0.003 -0.080
C 9.5521 -4.2631 -1.4105 0.052 0.033 -0.018 -0.104
C 9.0404 -5.5453 -1.2386 -0.089 0.277 0.047 -0.090
C 7.7527 -5.7188 -0.7442 -0.086 -0.166 0.023 -0.019
H 6.8636 -2.4709 -0.3655 0.060 -0.049 -0.018 0.100
H 9.1772 -2.1534 -1.2243 -0.077 -0.062 0.015 0.105
H 10.5584 -4.1278 -1.7923 -0.085 -0.017 0.031 0.098
H 9.6445 -6.4099 -1.4897 -0.069 0.048 0.041 0.102
H 7.3411 -6.7098 -0.5956 -0.030 0.064 -0.004 0.115
```
Positions in Å, forces in eV/Å.

As for the total charge: -1. The LUMO energy comes out at 2.22 eV. The HOMO energy comes out at -0.18919 hartree. The value obtained for the gap between HOMO and LUMO is 7.4 eV. As for the molar mass: 390.4 g mol⁻¹. As for the total energy: -45983.171 eV.